The following is a DFT calculation (ωB97M-V/def2-TZVPD) of a structure of composition C40H52N5O2PRhS2Se.

Each line ends with the Löwdin spin population.
CARTESIAN COORDINATES (ANGSTROEM)
Rh 1.7307 0.4832 -1.4339  2.213
C 0.4593 -2.5907 -1.8814  0.015
N 1.5771 -1.6771 -2.0611  0.096
C 2.5082 -2.0252 -2.8982  0.011
C 3.3607 -1.0604 -3.4508  0.014
C 4.4287 -1.1871 -4.3532  0.011
C 4.7954 0.1042 -4.7048  0.015
C 3.9290 0.9662 -4.0092  0.019
N 3.0623 0.2775 -3.2612  0.103
C -0.7976 -2.2325 -2.6811  0.002
C -1.7895 -3.2054 -2.8121  0.001
C -2.9108 -2.9808 -3.5975  0.000
C -3.0593 -1.7792 -4.2774  0.001
C -2.0962 -0.7926 -4.1320  0.001
C -0.9819 -1.0136 -3.3280  0.010
H 0.2175 -2.6287 -0.8178  0.004
H 0.7420 -3.6000 -2.1942  0.003
H 2.5898 -3.0602 -3.2347  0.002
H 4.8558 -2.1245 -4.6872  0.001
H 5.5604 0.4118 -5.4037  0.001
H 3.9038 2.0463 -4.0775  0.001
H -1.6764 -4.1540 -2.2942  0.000
H -3.6623 -3.7566 -3.6936  0.000
H -3.9155 -1.6187 -4.9207  0.000
H -2.1996 0.1547 -4.6512  0.000
H -0.2514 -0.2309 -3.2407  0.009
O 3.1534 5.0304 2.6222  0.008
S 1.8038 5.1537 2.1676  0.003
O 1.2205 6.4463 2.0257  0.002
N 1.6566 4.3142 0.7206  0.056
C 0.8149 3.3517 0.8122  0.041
S 0.3982 2.4494 -0.6473  0.546
C 0.1803 3.1796 2.1610  0.004
C -0.8148 2.3184 2.5792  0.001
C -1.2363 2.3587 3.9029  0.001
C -0.6768 3.2604 4.8007  -0.002
C 0.2988 4.1563 4.3801  0.001
C 0.7067 4.0915 3.0674  -0.001
H -1.2780 1.6446 1.8812  0.001
H -2.0240 1.6914 4.2350  0.000
H -1.0203 3.2815 5.8277  0.000
H 0.7098 4.8928 5.0612  0.000
C -3.0376 -3.2369 4.7401  0.000
C -2.6981 -1.8997 4.0808  0.000
C -1.2707 -1.8423 3.5337  0.004
C -1.0562 -2.6981 2.2824  0.015
N -1.8282 -2.1955 1.1352  0.022
C -1.5700 -1.0414 0.4807  0.061
Se 0.1526 -0.2698 0.6579  0.466
N -2.6053 -0.7794 -0.3472  0.012
C -2.8567 0.4081 -1.1815  0.000
C -4.2172 1.0659 -0.9104  0.000
C -4.2884 2.0133 0.2834  0.000
C -3.7138 3.3910 -0.0395  0.001
C -3.5062 -1.8455 -0.2788  0.003
C -4.6664 -2.1247 -0.9941  0.001
C -5.3432 -3.2841 -0.6716  0.002
C -4.8767 -4.1509 0.3255  0.002
C -3.7053 -3.8916 1.0079  0.002
C -3.0293 -2.7219 0.6806  0.004
H -4.0374 -3.2075 5.1747  0.000
H -2.3294 -3.4596 5.5418  0.000
H -3.0148 -4.0651 4.0262  0.000
H -2.8110 -1.1071 4.8232  0.000
H -3.4137 -1.6907 3.2776  0.000
H -0.5682 -2.1817 4.2992  0.000
H -1.0093 -0.8114 3.2893  0.002
H -1.3577 -3.7282 2.4573  0.000
H -0.0017 -2.6882 2.0102  0.010
H -2.8234 0.0791 -2.2158  0.000
H -2.0395 1.1054 -1.0296  -0.001
H -4.9706 0.2892 -0.7925  0.000
H -4.4786 1.6273 -1.8114  0.000
H -3.7906 1.5606 1.1480  0.000
H -5.3370 2.1330 0.5619  0.000
H -2.6800 3.3327 -0.3944  0.001
H -3.7346 4.0418 0.8365  0.000
H -4.3074 3.8655 -0.8243  0.000
H -5.0169 -1.4774 -1.7864  0.000
H -6.2551 -3.5275 -1.2026  0.000
H -5.4362 -5.0488 0.5536  0.000
H -3.3311 -4.5739 1.7614  0.000
C 5.6987 3.1376 -1.4740  0.005
C 4.2208 2.8129 -1.2520  0.011
P 3.8635 1.1845 -0.4883  0.114
C 4.2462 1.3794 1.3000  0.031
C 3.3285 0.5932 2.2355  0.004
C 5.2383 0.1021 -1.0310  0.017
C 5.0716 -1.3168 -0.4760  0.002
H 5.7838 4.1503 -1.8710  0.001
H 6.1598 2.4617 -2.1968  0.000
H 6.2636 3.0959 -0.5403  0.000
H 3.6718 2.8480 -2.1930  0.001
H 3.7678 3.5529 -0.6032  0.000
H 4.2052 2.4331 1.5480  0.001
H 5.2792 1.0548 1.4348  0.004
H 2.2835 0.8485 2.0621  0.000
H 3.5578 0.8324 3.2748  0.000
H 3.4356 -0.4847 2.0953  0.001
H 6.1740 0.5476 -0.6899  0.004
H 5.2466 0.0853 -2.1205  0.000
H 5.1933 -1.3371 0.6110  0.000
H 5.8190 -1.9861 -0.9026  0.000
H 4.0796 -1.7064 -0.7122  0.001

HOMO level (alpha / beta) in eV: -10.211 / -10.225
⟨S²⟩: 6.018
Charge: +1
2S+1: 5
Frontier orbital gap (alpha / beta) in Ha: 0.2729 / 0.1813
Strongest force on any atom in eV/A: 0.9